C24H32N2O in the gas phase. Source: the OMol25 dataset; level of theory: ωB97M-V with the def2-TZVPD basis set.

Geometry as XYZ:
```
59
Properties=species:S:1:pos:R:3:forces:R:3
C -1.77291 -1.02041 0.20958 -0.05 -0.11 0.13
H -5.48003 -1.79660 1.73877 -0.09 0.03 0.06
H -2.86119 -2.62479 -0.74031 0.01 -0.05 -0.06
H -5.32636 -1.03560 -1.90837 0.03 0.06 -0.10
N -4.46695 0.18836 0.34212 -0.31 0.16 -0.12
C 4.68886 -1.88128 1.18813 0.11 -0.02 0.10
H -3.93722 1.74897 2.37312 -0.02 -0.06 0.10
H 2.90075 0.37043 -2.21695 -0.08 -0.04 0.14
H 1.33736 2.13286 -2.50343 0.05 -0.01 -0.11
C 1.50605 -1.15079 -1.69834 0.17 -0.03 0.07
C -3.29717 1.04548 0.43033 0.19 0.41 0.27
C -2.95683 -1.54550 -0.61696 -0.16 0.14 0.17
C -2.92086 1.70062 -0.91292 -0.01 -0.17 0.25
H -2.78491 2.82308 1.56570 0.13 0.19 0.02
C 5.82242 0.08187 0.42731 0.06 0.10 -0.03
H -6.40082 -1.42313 -0.55855 -0.16 0.01 0.04
C 1.19570 2.16063 -1.43120 0.02 -0.08 0.00
H -2.91674 -1.10621 -1.61649 -0.01 -0.02 -0.01
H -5.35260 -2.66834 -1.24040 -0.03 -0.12 -0.01
C 0.84339 2.25342 1.30598 0.06 0.02 0.04
H 2.73961 -2.22137 0.40010 -0.12 -0.08 -0.05
H -1.43347 -1.80106 0.89717 -0.08 0.16 -0.10
H -0.68040 0.03361 -1.25881 0.13 -0.04 -0.03
H 0.71088 2.28785 2.37759 -0.02 -0.01 0.09
C -3.64242 2.17211 1.41727 0.18 -0.26 -0.18
C 0.46666 -1.54834 -0.65796 0.01 0.21 -0.55
H -2.76267 0.96486 -1.69612 0.02 -0.09 -0.13
H -1.25305 0.87285 1.09113 -0.08 -0.02 0.04
H -3.72411 2.36203 -1.23527 -0.08 0.06 -0.07
N -0.63801 -0.77624 -0.66093 -0.28 0.05 -0.06
C 1.51870 1.19051 0.73168 0.00 0.08 -0.01
C 5.80177 -1.06056 1.20993 0.05 -0.07 0.09
C -4.32387 -1.22569 0.00931 -0.07 -0.48 -0.09
H 6.68571 0.73155 0.43731 0.07 0.04 0.00
C 3.61507 -0.43111 -0.40170 0.14 -0.07 -0.12
O 0.59571 -2.50723 0.07738 0.12 -0.41 0.33
H -4.51112 -3.11384 1.06422 0.03 -0.22 0.02
C 4.73754 0.39116 -0.37062 0.01 -0.03 0.01
H 6.64889 -1.30680 1.83337 0.06 -0.02 0.05
C -2.13479 0.23608 1.01167 -0.17 -0.01 -0.10
H -5.18406 0.63104 -0.21671 0.00 -0.03 -0.03
C 2.46156 -0.00849 -1.28438 -0.06 -0.06 -0.03
C 1.70826 1.13648 -0.64353 0.11 0.23 -0.09
C 3.59922 -1.57074 0.39033 -0.02 -0.01 -0.07
H -2.41813 -0.05887 2.02200 0.00 0.01 0.08
H 4.75722 1.28538 -0.97905 -0.01 0.09 -0.07
H 4.66225 -2.77229 1.79832 0.00 -0.07 0.05
H -0.17635 4.10735 0.96383 -0.04 0.07 0.04
H -3.74260 -1.84229 2.01404 0.11 0.02 0.17
H 2.10147 -2.03446 -1.93298 -0.11 0.00 -0.02
H 0.13206 4.01509 -1.48457 -0.03 0.06 -0.04
H 1.90593 0.39778 1.35393 0.07 -0.07 0.09
H 0.97575 -0.84169 -2.60248 0.03 -0.01 0.01
C -4.52316 -2.05104 1.29105 0.02 0.03 -0.32
H -2.01524 2.29285 -0.80170 0.08 0.10 -0.03
C 0.51735 3.22271 -0.85874 -0.05 0.12 0.00
C 0.34423 3.27456 0.51395 -0.05 0.09 0.02
C -5.42036 -1.61278 -0.98951 0.23 0.12 0.20
H -4.47109 2.76517 1.03829 -0.12 0.11 -0.05
```
Forces are in eV/Å.

Results
Calculated total energy (a.u.): -1118.52328
F_max (eV/A): 0.592
SMILES: CC1(C)CC(NC(=O)CC(c2ccccc2)c2ccccc2)CC(C)(C)N1
Total charge: 0
Kohn-Sham gap (eV): 9.1
HOMO (eV): -8.48